Record 1
Molecular formula: C3H3O4P
Method: DFT, ωB97M-V/def2-TZVPD

XYZ file:
```
11
Properties=species:S:1:pos:R:3:forces:R:3
C 0.9875 -0.1453 -0.4577 -2.0 -3.4 -2.4
C 0.7303 -0.8597 -1.6351 -0.8 -0.7 1.5
C -0.2731 -0.4297 0.2337 0.9 -1.6 1.8
O -0.1788 2.2124 0.5272 0.5 0.8 -0.4
O -2.3114 1.1745 1.5348 1.0 -0.2 -0.9
O -0.0774 0.3473 2.3514 0.9 0.0 -0.3
O -0.4457 -1.4694 -1.5626 1.0 0.5 -1.1
P -0.8140 1.0402 1.1944 -3.0 -0.2 1.9
H 1.4673 0.7424 -0.3123 1.5 2.0 0.3
H 1.3667 -1.1065 -2.5217 -0.1 0.5 0.5
H -0.4513 -1.5062 0.6480 0.2 2.2 -0.9
```
Positions in Å, forces in eV/Å.

Total charge: -2
SMILES: O=C/C=C/P(=O)([O-])[O-]
Gap between HOMO and LUMO, Eh: 0.2390
HOMO, eV: 0.31
E_LUMO, eV: 6.8112
Multiplicity: 1

Record 2
Molecular formula: C3H3O4Tl
Method: DFT, ωB97M-V/def2-TZVPD

XYZ file:
```
11
Properties=species:S:1:pos:R:3:forces:R:3
O 1.6873 -0.2503 -1.2896 1.6 0.5 0.7
C 1.8514 0.5245 -0.3575 0.1 -0.1 -0.1
C 0.6933 1.1268 0.3802 0.3 0.2 0.2
O -0.5167 0.7365 -0.0955 -0.1 0.5 1.0
Tl -0.5439 -0.6089 -1.7711 -0.7 -0.4 -2.3
H 2.8773 0.8008 -0.0374 -0.2 -0.1 -0.1
H 0.8839 2.2294 0.3397 -0.1 -0.3 0.0
H 0.8824 0.8699 1.4533 -0.1 0.1 -0.2
O -2.4542 -1.8801 -0.6874 -0.8 0.6 0.9
C -2.6039 -1.7134 0.4624 -0.1 -2.1 0.0
O -2.7570 -1.8352 1.6028 0.1 1.0 -0.1
```
Positions in Å, forces in eV/Å.

Gap between HOMO and LUMO, Eh: 0.3141
HOMO, eV: -8.23
E_LUMO, eV: 0.3150
Multiplicity: 1

Record 3
Molecular formula: C3H3O9Rb
Method: DFT, ωB97M-V/def2-TZVPD

XYZ file:
```
16
Properties=species:S:1:pos:R:3:forces:R:3
Rb -0.1123 0.4224 0.3090 3.0 4.9 0.7
O 1.7671 -1.3635 -1.6496 2.2 -0.8 1.6
C 0.7203 -0.7955 -2.1798 -5.5 1.2 -2.6
O -0.3297 -0.5885 -1.5329 0.4 -3.2 -4.1
O 0.7576 -0.5268 -3.4044 1.7 0.2 -1.2
H 2.3785 -1.2209 -2.3759 0.6 -0.4 -0.1
O -0.0347 -1.5355 0.7830 -1.1 -8.5 1.8
C 1.0554 -1.7280 1.5142 3.6 -1.4 2.8
O 1.2359 -2.8828 1.9792 -1.2 -1.7 -0.2
O 1.8501 -0.8489 1.7473 1.2 3.3 -0.2
H -0.1857 -2.4725 0.9274 -1.8 -1.3 -0.9
O -2.4296 3.6362 0.8760 -1.2 1.0 0.0
C -1.8978 2.4351 0.6381 -2.6 -4.4 -2.1
O -0.7204 2.3169 0.9388 1.7 7.5 3.6
O -2.5119 1.4762 0.1882 -2.6 -0.1 -0.7
H -1.5428 3.6761 1.2414 1.4 3.5 1.7
```
Positions in Å, forces in eV/Å.

Total charge: -2
Gap between HOMO and LUMO, Eh: 0.2163
HOMO, eV: -1.15
E_LUMO, eV: 4.7386
Multiplicity: 1

Record 4
Molecular formula: C3H3OP
Method: DFT, ωB97M-V/def2-TZVPD

XYZ file:
```
8
Properties=species:S:1:pos:R:3:forces:R:3
C 1.4900 0.7417 -0.0993 -2.7 0.5 -0.3
C 0.5945 -0.4641 -0.4305 1.4 2.3 1.4
C -0.6851 -0.3032 -0.4349 -0.1 0.2 0.7
O 3.3334 -0.9408 -0.1665 0.8 -1.5 0.0
P 3.1394 0.4748 0.2169 -0.3 0.2 -0.3
H 1.0427 1.7392 0.0123 0.0 -0.5 0.0
H 1.3549 -1.2463 -0.4903 0.1 -0.8 -0.4
H -1.4877 -0.1843 0.3310 0.8 -0.3 -1.0
```
Positions in Å, forces in eV/Å.

Gap between HOMO and LUMO (alpha / beta), Eh: 0.2424 / 0.2425
HOMO (alpha / beta), eV: -8.59 / -8.58
E_LUMO (alpha / beta), eV: -1.9882 / -1.9869
Multiplicity: 1

Record 5
Molecular formula: C3H3OP
Method: DFT, ωB97M-V/def2-TZVPD

XYZ file:
```
8
Properties=species:S:1:pos:R:3:forces:R:3
C 0.8005 -0.5583 -0.4949 -0.5 0.9 1.0
C -0.0271 0.6652 -0.5469 0.6 -0.6 -1.1
C -1.0975 0.7097 0.2216 0.2 1.5 -0.3
O -1.5486 0.1545 1.2938 -0.6 -1.2 0.9
P 2.3803 -0.5084 -0.9978 0.0 -0.6 -0.1
H 0.2616 -1.3159 0.1097 0.9 -0.2 -0.6
H 0.2623 1.4281 -1.3019 -0.6 -0.4 0.8
H -1.0315 -0.5749 1.7163 0.0 0.7 -0.5
```
Positions in Å, forces in eV/Å.

Gap between HOMO and LUMO (alpha / beta), Eh: 0.2916 / 0.2606
⟨S²⟩: 2.01
HOMO (alpha / beta), eV: -8.01 / -8.23
E_LUMO (alpha / beta), eV: -0.0734 / -1.1376
Multiplicity: 3

Record 6
Molecular formula: C3H3P
Method: DFT, ωB97M-V/def2-TZVPD

XYZ file:
```
7
Properties=species:S:1:pos:R:3:forces:R:3
C 2.2827 -0.5467 -0.0644 -1.6 0.2 0.0
C 1.0786 -0.5473 -0.0656 -4.2 -0.8 -0.2
C -1.7433 0.5823 -0.0613 -0.9 2.9 0.2
P -1.0286 -0.9735 -0.0880 5.3 -3.4 -0.1
H 3.2878 -0.3578 -0.0435 1.9 0.1 0.0
H -2.8366 0.4450 0.1204 0.9 1.1 -0.1
H -1.0407 1.3981 0.2023 -1.4 -0.1 0.0
```
Positions in Å, forces in eV/Å.

Gap between HOMO and LUMO (alpha / beta), Eh: 0.2905 / 0.2585
⟨S²⟩: 2.01
HOMO (alpha / beta), eV: -7.25 / -10.03
E_LUMO (alpha / beta), eV: 0.6541 / -2.9950
Multiplicity: 3

Per-record relative energy (zero: lowest compared OMol25 entry of this formula, charge and spin), kcal per mole: 47.7, 0.0, 180.9, 101.3, 11.8, 36.2
Per-record energy, a.u.: -758.3743, -589.5494, -817.2849, -532.5207, -532.5123, -457.2081